{
  "formula": "C12H17OSi",
  "method": "wB97M-V/def2-TZVPD",
  "homo_energy_ev": [-12.5266, -12.5266],
  "energy_ha": -831.826680,
  "charge": 1,
  "relative_energy_kj_mol": 0.0,
  "largest_force_ev_per_a": 4.0,
  "spin_multiplicity": 1,
  "gap_ev": [6.096, 6.097],
  "species": ["C", "C", "C", "C", "C", "C", "C", "C", "C", "C", "C", "C", "O", "Si", "H", "H", "H", "H", "H", "H", "H", "H", "H", "H", "H", "H", "H", "H", "H", "H", "H"],
  "coordinates": [[-1.30172, -3.95079, -2.65872], [-0.52579, -3.59917, -3.82541], [-0.99182, -3.47465, -1.41556], [0.47513, -2.67973, -3.68710], [-0.12333, -2.42816, -1.28966], [0.54400, -1.93253, -2.45545], [3.19998, 0.85957, -2.01737], [2.12505, 0.06776, -2.09585], [1.42700, -0.91668, -2.34457], [0.40310, 3.09355, 1.71922], [-2.16518, 1.42789, 1.99814], [0.70279, 0.10268, 2.27416], [-0.07935, 1.00572, -0.17053], [-0.38864, 1.35416, 1.42333], [-2.11451, -4.66359, -2.56138], [-0.75040, -4.26875, -4.66193], [-1.50626, -3.86021, -0.47334], [1.01525, -2.56490, -4.59668], [0.06294, -2.05433, -0.37139], [3.30464, 1.43313, -1.16806], [3.94076, 1.00655, -2.82948], [0.05911, 1.70466, -0.74248], [0.35920, 3.28462, 2.76519], [1.48071, 2.99481, 1.23494], [-0.26021, 3.76828, 1.03368], [-2.26672, 1.98441, 2.86506], [-2.77229, 2.16282, 1.31585], [-2.72767, 0.51767, 2.16749], [0.68716, -0.83705, 1.91740], [1.76417, 0.25502, 2.20750], [0.61265, -0.05920, 3.31155]],
  "forces_ev_per_angstrom": [[0.4, -0.2, -0.4], [-1.6, -1.8, 1.9], [-0.7, 0.2, 2.2], [-1.7, -0.4, -0.1], [-0.2, -0.7, -3.1], [0.5, -1.5, -0.2], [-0.9, -1.0, -1.8], [2.5, 1.0, -0.6], [-0.9, -0.3, 0.1], [-0.1, -1.3, -3.7], [-1.0, 0.7, -2.9], [0.3, 2.1, 0.7], [-0.7, -2.4, 1.2], [1.3, 1.1, 1.1], [0.1, -0.2, -1.2], [0.5, 0.9, -0.2], [0.7, 0.5, -1.6], [1.0, 0.9, -0.1], [0.7, 1.6, 2.7], [0.5, 1.2, 1.9], [-0.8, -0.3, 0.4], [0.2, 2.2, -1.7], [0.3, 0.8, 0.6], [-2.1, 0.6, 1.3], [1.4, -0.6, 1.6], [0.4, 1.0, 2.2], [1.0, -1.7, 0.6], [0.0, -0.2, -0.3], [-0.8, -3.6, -1.7], [0.7, 1.0, -0.4], [-0.7, 0.2, 1.5]],
  "lowdin_charge": [0.007, -0.016, -0.053, 0.028, 0.052, -0.174, 0.199, 0.008, 0.112, -0.175, -0.164, -0.147, -0.155, 0.401, 0.127, 0.128, 0.156, 0.125, 0.087, 0.060, 0.121, 0.007, 0.005, 0.063, 0.060, -0.005, 0.082, 0.026, -0.032, 0.037, 0.027]
}

***

{
  "formula": "C6H14N4S",
  "method": "wB97M-V/def2-TZVPD",
  "homo_energy_ev": -7.5343,
  "energy_ha": -854.033724,
  "charge": 0,
  "relative_energy_kj_mol": 59.7,
  "largest_force_ev_per_a": 4.6,
  "spin_multiplicity": 1,
  "gap_ev": 8.401,
  "species": ["C", "C", "C", "C", "C", "C", "N", "N", "N", "N", "S", "H", "H", "H", "H", "H", "H", "H", "H", "H", "H", "H", "H", "H", "H"],
  "coordinates": [[-0.39672, 0.81641, -1.15459], [2.94768, 1.37698, 0.22688], [-2.37976, -1.24616, 0.98954], [0.17551, -1.57498, -1.16854], [2.30424, 0.21036, 0.86648], [-3.05650, -0.92497, -0.13353], [-0.66053, 1.56009, -0.18603], [0.16423, 1.35456, 0.84822], [0.56487, -0.20947, -0.80774], [0.86681, 0.05530, 0.56451], [-3.98583, 0.69724, -0.48321], [-0.99219, 0.76213, -2.05251], [3.29024, 1.19787, -0.80939], [2.48153, 2.32502, 0.40995], [4.02055, 1.46115, 0.74551], [-0.40909, 1.28063, 1.70579], [-2.11668, -2.32443, 1.14867], [-1.86197, -0.58245, 1.67861], [0.87805, -2.09861, -1.87099], [0.11671, -2.18930, -0.17109], [-0.84694, -1.45142, -1.65387], [2.78854, -0.75954, 0.56198], [2.36344, 0.47550, 1.97500], [-3.22480, -1.72709, -0.82695], [-3.03139, 1.51517, -0.40270]],
  "forces_ev_per_angstrom": [[0.9, -2.2, 0.7], [4.6, 0.1, -0.1], [0.3, -0.7, -1.2], [-1.0, -0.7, 1.0], [-0.7, 0.0, 0.7], [-0.3, 1.3, 1.7], [-1.4, 2.1, -0.8], [0.8, -1.2, 1.2], [0.2, 1.3, -1.1], [-0.4, -0.5, 1.0], [-1.0, -3.5, -0.1], [0.3, 0.1, -0.2], [-0.9, 0.4, 0.2], [-0.5, 0.3, -0.2], [-2.1, 0.0, -0.8], [0.4, -0.2, -0.6], [-0.1, 1.1, -0.4], [-0.8, 0.2, 0.1], [-0.5, 0.7, 0.7], [-0.1, 1.0, -1.9], [1.2, -0.9, 0.6], [-0.4, 1.0, 0.8], [-0.2, -1.3, -1.2], [-0.6, 0.0, -0.3], [2.2, 1.6, 0.3]],
  "lowdin_charge": [-0.170, -0.144, -0.089, -0.083, -0.265, -0.501, -0.007, -0.013, -0.148, -0.126, 0.685, 0.119, 0.068, 0.052, 0.111, 0.120, 0.071, 0.042, 0.076, 0.107, 0.070, 0.126, 0.126, 0.036, -0.263]
}

***

{
  "formula": "C3H3NO2",
  "method": "wB97M-V/def2-TZVPD",
  "homo_energy_ev": -10.9201,
  "energy_ha": -321.294592,
  "charge": 0,
  "relative_energy_kj_mol": 218.1,
  "largest_force_ev_per_a": 1.4,
  "spin_multiplicity": 1,
  "gap_ev": 10.887,
  "species": ["O", "C", "C", "O", "C", "N", "H", "H", "H"],
  "coordinates": [[0.09001, 1.29314, -0.68890], [0.28490, 0.16986, 0.10993], [-1.01655, -0.60691, 0.03823], [-2.00783, 0.08142, -0.07654], [1.64340, -0.38130, -0.09982], [2.76933, -0.64533, -0.14380], [-0.87961, 1.45084, -0.52566], [0.16322, 0.33434, 1.23102], [-1.04688, -1.69606, 0.15554]],
  "forces_ev_per_angstrom": [[-0.4, 0.5, 0.8], [-0.1, 0.0, 0.7], [-0.5, -0.2, -0.5], [0.3, -1.0, 0.0], [0.5, -0.1, 0.1], [-1.4, 0.1, -0.1], [0.9, 0.3, -0.6], [0.9, 0.5, -0.7], [-0.1, -0.1, 0.1]],
  "lowdin_charge": [-0.006, -0.363, -0.161, 0.068, -0.128, 0.166, 0.104, 0.178, 0.141]
}

***

{
  "formula": "C2H2I3O2S",
  "method": "wB97M-V/def2-TZVPD",
  "homo_energy_ev": [-4.0826, -4.0815],
  "energy_ha": -1519.096663,
  "charge": -1,
  "relative_energy_kj_mol": 0.0,
  "largest_force_ev_per_a": 2.0,
  "spin_multiplicity": 1,
  "gap_ev": [6.819, 6.819],
  "species": ["C", "C", "O", "O", "S", "I", "I", "I", "H", "H"],
  "coordinates": [[1.19475, -0.24573, 0.24252], [-1.32756, -0.48703, -0.12543], [2.35943, 0.48833, 0.58035], [1.12426, 1.92837, -1.28082], [1.06255, 1.55574, 0.16390], [-2.17648, 1.26893, 0.99798], [-2.73848, -0.72979, -1.78801], [-1.50955, -2.35481, 1.08571], [1.27982, -0.44777, -0.86810], [0.73125, -0.97625, 0.99190]],
  "forces_ev_per_angstrom": [[-0.1, 0.2, -1.1], [-0.6, 0.1, -0.3], [0.2, 0.7, 0.5], [0.0, -0.1, 1.8], [0.7, -1.1, -1.4], [-0.1, -0.3, 0.3], [-0.1, -0.1, -0.2], [-0.3, 0.0, 0.2], [-0.7, -0.7, 1.5], [1.0, 1.3, -1.1]],
  "lowdin_charge": [-0.459, -1.663, -0.378, -0.527, 0.835, 0.369, 0.350, 0.384, 0.096, -0.007]
}